Molecular formula: C6H15ClNO2
Method: DFT, ωB97M-V with the def2-TZVPD basis set

gap between HOMO and LUMO	11.335	eV
HOMO level	-14.437	eV
relative energy (zero: lowest compared OMol25 entry of this formula, charge and spin)	0.000	eV

Structure (ORCA input):
```
! RIJCOSX wB97M-V def2-TZVPD def2/J DEFGRID3
* xyz 1 1
C -1.245 3.173 -1.132
C -0.661 -2.922 -0.024
C -1.151 1.702 -0.783
C 0.437 -2.056 -0.578
C 2.231 0.358 0.351
C 0.563 0.245 0.023
N -0.192 -0.104 1.881
O 0.196 1.441 -0.238
O 0.009 -0.734 -0.676
Cl 3.262 -0.817 -0.458
H -0.421 3.835 -0.718
H -1.379 3.272 -2.221
H -1.969 3.756 -0.597
H -1.477 -3.161 -0.689
H -0.084 -3.851 0.212
H -1.099 -2.499 0.899
H -1.200 0.941 -1.600
H -1.859 1.222 -0.091
H 0.690 -2.444 -1.633
H 1.297 -2.232 0.019
H 2.386 0.191 1.460
H 2.517 1.283 0.039
H -1.228 0.137 1.957
H 0.488 0.347 2.601
H -0.112 -1.086 1.998
*
```